Below is a molecular structure, C16H12IN2O8S4SbW in a non-equilibrium geometry, with properties calculated with the ωB97M-V functional and the def2-TZVPD basis.

Properties
Multiplicity: 3
HOMO level (alpha / beta) (eV): -1.7 / -1.9
Largest force on an atom (eV Å⁻¹): 1.3
E (eV): -95954.9527
Energy above the lowest of the compared OMol25 structures with the same formula, charge and spin (kcal/mol): 20.4
Kohn-Sham gap (alpha / beta) (Eh): 0.2032 / 0.2092
Expectation value of S²: 2.012
Total charge: -2
LUMO (alpha / beta) (eV): 3.8 / 3.8

CARTESIAN COORDINATES (ANGSTROEM)
W1 0.609 -0.434 -0.265
C1 2.616 -2.019 3.678
C2 2.198 -0.587 3.745
N1 2.531 0.146 4.772
C3 2.093 1.433 4.822
C4 1.315 2.016 3.867
C5 0.841 3.425 4.075
O1 -0.542 3.497 4.446
C6 0.953 1.256 2.710
C7 0.158 1.888 1.696
N2 -0.104 1.515 0.478
C8 -0.603 2.576 -0.351
C9 0.093 3.788 -0.246
C10 -0.293 4.939 -0.903
C11 -1.403 4.906 -1.729
C12 -2.060 3.702 -1.915
C13 -1.663 2.534 -1.267
I1 -2.701 0.833 -1.915
C14 1.412 -0.073 2.643
O2 1.106 -0.888 1.717
H1 3.176 -2.276 4.575
H2 3.222 -2.197 2.787
H3 1.741 -2.666 3.578
H4 2.396 2.005 5.693
H5 0.990 4.032 3.176
H6 1.420 3.883 4.879
H7 -0.921 2.620 4.325
H8 -0.250 2.856 1.975
H9 1.002 3.786 0.342
H10 0.289 5.844 -0.786
H11 -1.734 5.790 -2.258
H12 -2.895 3.650 -2.599
O3 1.414 -2.007 -3.770
C15 1.045 -1.264 -2.906
O4 0.314 -1.612 -1.839
C16 1.271 0.270 -2.914
O5 1.881 0.841 -3.784
O6 0.642 0.820 -1.904
S1 -1.281 -4.451 2.645
Sb1 -1.077 -3.676 0.515
S2 -1.457 -1.249 0.660
S3 1.471 -3.547 0.337
S4 1.648 -4.863 -1.133
O7 2.546 -0.609 -0.711
O8 2.255 0.574 0.020

***

Below is C8H19ISi in the gas phase in a non-equilibrium geometry, with properties calculated with the ωB97M-V functional and the def2-TZVPD basis.

Properties
HOMO level (eV): -8.5
Largest force on an atom (eV Å⁻¹): 3.0
E (eV): -24582.7916
Kohn-Sham gap (Eh): 0.3378
LUMO (eV): 0.7

CARTESIAN COORDINATES (ANGSTROEM)
C1 -0.468 -2.899 0.568
C2 0.584 0.709 1.988
C3 2.233 0.336 0.156
C4 0.903 2.424 0.224
C5 -2.098 1.129 -0.763
C6 0.124 -0.525 -2.278
C7 -1.463 -1.782 0.391
C8 0.860 0.916 0.500
Si1 -0.508 0.088 -0.593
I1 -3.109 -2.407 -0.878
H1 -0.049 -3.200 -0.389
H2 -0.920 -3.775 1.034
H3 0.348 -2.562 1.206
H4 -0.391 1.108 2.264
H5 0.601 -0.347 2.243
H6 1.340 1.217 2.587
H7 2.487 0.543 -0.880
H8 2.259 -0.740 0.312
H9 3.005 0.787 0.784
H10 1.017 2.633 -0.836
H11 0.000 2.914 0.579
H12 1.749 2.872 0.749
H13 -1.925 2.197 -0.703
H14 -2.578 0.927 -1.712
H15 -2.814 0.864 0.013
H16 0.323 0.310 -2.944
H17 1.034 -1.106 -2.194
H18 -0.626 -1.149 -2.756
H19 -1.918 -1.484 1.329

***

Below is 2 unconnected molecules or ions with the total composition C3H6N2O3 in a non-equilibrium geometry, with properties calculated with the ωB97M-V functional and the def2-TZVPD basis.

Properties
HOMO level (eV): -9.3
Largest force on an atom (eV Å⁻¹): 3.0
E (eV): -12327.3558
Energy above the lowest of the compared OMol25 structures with the same formula, charge and spin (kcal/mol): 112.4
Kohn-Sham gap (Eh): 0.3662
LUMO (eV): 0.7

CARTESIAN COORDINATES (ANGSTROEM)
C1 0.265 0.959 -2.817
C2 -0.406 0.173 2.238
C3 -0.394 -0.842 1.131
N1 0.118 2.045 -2.327
N2 0.425 -0.800 0.116
O1 0.183 -1.823 -0.862
O2 0.351 -0.003 -3.505
O3 1.371 -0.013 -0.102
H1 0.118 -0.129 3.173
H2 -0.129 1.261 1.951
H3 -1.426 0.223 2.766
H4 -1.147 -1.595 1.141
H5 0.702 -1.589 -1.597
H6 -0.028 2.134 -1.307

***

Below is 2 unconnected molecules or ions with the total composition C9H14O in a non-equilibrium geometry, with properties calculated with the ωB97M-V functional and the def2-TZVPD basis.

Properties
HOMO level (eV): -9.1
Largest force on an atom (eV Å⁻¹): 2.5
E (eV): -11606.4647
Energy above the lowest of the compared OMol25 structures with the same formula, charge and spin (kcal/mol): 27.0
Kohn-Sham gap (Eh): 0.3666
LUMO (eV): 0.9

CARTESIAN COORDINATES (ANGSTROEM)
C1 1.587 -1.499 -0.885
C2 -0.418 -0.540 0.268
C3 0.156 -1.438 -0.615
C4 -1.803 -0.474 0.480
C5 -0.746 -2.332 -1.207
C6 -2.656 -1.398 -0.069
C7 -2.106 -2.327 -1.007
H1 0.229 0.214 0.735
H2 -2.198 0.274 1.195
H3 1.908 -2.402 -0.327
H4 2.232 -0.678 -0.565
H5 -0.431 -3.016 -1.996
H6 -3.717 -1.377 0.182
H7 -2.766 -3.128 -1.356
H8 1.919 -1.423 -1.929
C8 1.261 2.183 1.343
C9 1.047 2.435 -0.108
O1 0.374 2.878 2.177
H9 1.259 1.087 1.616
H10 2.260 2.449 1.740
H11 1.028 3.532 -0.268
H12 -0.533 2.787 1.869
H13 0.170 2.048 -0.593
H14 1.947 2.145 -0.680

***

Below is 4 unconnected molecules or ions with the total composition C40H48ClFN5O9S in a non-equilibrium geometry, with properties calculated with the ωB97M-V functional and the def2-TZVPD basis.

Properties
HOMO level (eV): -10.4
Largest force on an atom (eV Å⁻¹): 2.1
E (eV): -94195.8602
Kohn-Sham gap (Eh): 0.2206
Total charge: +1
LUMO (eV): -4.4

CARTESIAN COORDINATES (ANGSTROEM)
C1 -0.201 -0.498 4.084
C2 -1.219 -0.551 2.954
O1 -2.375 -0.271 3.167
O2 -0.756 -0.948 1.722
C3 -1.021 0.114 0.768
C4 0.312 0.379 0.020
C5 0.154 0.653 -1.499
C6 0.203 2.156 -1.904
C7 -0.297 3.098 -0.830
N1 0.583 3.884 -0.270
N2 0.135 4.721 0.631
C8 1.180 5.613 1.212
C9 1.521 5.264 2.664
C10 2.482 4.072 2.823
C11 2.652 3.841 4.358
C12 3.822 4.236 2.065
C13 5.058 3.591 2.727
C14 4.958 2.095 2.953
C15 5.479 1.142 2.182
C16 5.696 -0.232 2.818
C17 5.805 1.398 0.713
C18 -1.115 4.868 1.030
S1 -1.686 6.070 2.213
C19 -2.076 4.000 0.455
Cl1 -3.711 4.087 0.954
C20 -1.674 3.094 -0.503
C21 -2.658 2.179 -1.182
C22 -3.451 2.949 -2.251
O3 -3.090 3.023 -3.389
F1 -4.586 3.501 -1.808
H1 -0.722 -0.275 5.015
H2 0.549 0.277 3.903
H3 0.257 -1.487 4.199
H4 -1.293 1.042 1.280
H5 -1.782 -0.239 0.076
H6 0.865 -0.562 0.103
H7 0.924 1.139 0.520
H8 1.012 0.179 -1.986
H9 -0.719 0.136 -1.926
H10 -0.438 2.344 -2.776
H11 1.223 2.440 -2.172
H12 0.839 6.645 1.115
H13 2.093 5.524 0.622
H14 0.657 5.080 3.304
H15 2.016 6.151 3.086
H16 2.003 3.159 2.433
H17 1.755 4.207 4.872
H18 2.719 2.774 4.568
H19 3.501 4.415 4.729
H20 3.737 3.880 1.030
H21 4.040 5.315 1.973
H22 5.300 4.081 3.674
H23 5.919 3.794 2.078
H24 4.441 1.775 3.859
H25 4.708 -0.674 3.005
H26 6.340 -0.878 2.220
H27 6.136 -0.093 3.808
H28 5.827 0.440 0.191
H29 6.752 1.945 0.646
H30 5.015 2.020 0.285
H31 -1.619 5.397 3.388
H32 -3.389 1.886 -0.414
H33 -2.234 1.258 -1.567
C23 -6.115 -3.360 -2.858
C24 -5.297 -3.487 -3.974
C25 -3.977 -3.074 -3.915
C26 -3.490 -2.541 -2.732
C27 -4.296 -2.403 -1.613
C28 -5.616 -2.816 -1.680
N3 -2.088 -2.125 -2.659
O4 -1.405 -2.236 -3.650
O5 -1.677 -1.686 -1.591
H34 -7.145 -3.690 -2.906
H35 -5.688 -3.908 -4.885
H36 -3.344 -3.174 -4.785
H37 -3.911 -1.984 -0.694
H38 -6.257 -2.717 -0.814
C29 5.735 -4.038 7.725
C30 4.857 -2.978 7.537
C31 4.246 -2.794 6.308
C32 4.519 -3.680 5.280
C33 5.397 -4.736 5.451
C34 6.007 -4.913 6.682
N4 3.855 -3.502 3.983
O6 3.104 -2.553 3.854
O7 4.091 -4.311 3.112
H39 6.207 -4.183 8.688
H40 4.648 -2.297 8.351
H41 3.564 -1.968 6.164
H42 5.608 -5.420 4.642
H43 6.693 -5.736 6.830
C35 -6.152 -3.748 -11.122
C36 -7.319 -3.915 -10.389
C37 -7.253 -4.225 -9.041
C38 -6.013 -4.360 -8.442
C39 -4.840 -4.204 -9.161
C40 -4.914 -3.896 -10.510
N5 -5.939 -4.666 -7.010
O8 -6.983 -4.817 -6.407
O9 -4.835 -4.747 -6.500
H44 -6.206 -3.500 -12.174
H45 -8.282 -3.801 -10.869
H46 -8.163 -4.355 -8.474
H47 -3.876 -4.316 -8.687
H48 -4.007 -3.768 -11.084

***

Below is 2 unconnected molecules or ions with the total composition C5H12NO in a non-equilibrium geometry, with properties calculated with the ωB97M-V functional and the def2-TZVPD basis.

Properties
HOMO level (eV): -13.7
Largest force on an atom (eV Å⁻¹): 3.4
E (eV): -8908.0389
Energy above the lowest of the compared OMol25 structures with the same formula, charge and spin (kcal/mol): 59.7
Kohn-Sham gap (Eh): 0.3259
Total charge: +1
LUMO (eV): -4.9

CARTESIAN COORDINATES (ANGSTROEM)
C1 1.739 0.938 -0.782
C2 0.309 0.312 -1.129
C3 0.028 -0.920 -0.346
C4 -0.111 -2.080 -1.024
C5 -0.192 0.082 1.750
N1 0.215 -0.939 1.080
H1 2.436 0.069 -0.744
H2 1.878 1.561 -1.665
H3 2.173 1.494 0.075
H4 -0.367 1.144 -0.905
H5 0.117 0.173 -2.210
H6 -0.527 -2.023 -2.007
H7 0.153 -3.013 -0.521
H8 -0.232 0.042 2.848
H9 -0.298 1.070 1.353
H10 0.792 -1.617 1.575
H11 -3.315 0.893 1.209
H12 -2.396 1.863 0.557
O1 -2.403 0.950 0.887

***

Below is 2 unconnected molecules or ions with the total composition C19H28N8O5 in a non-equilibrium geometry, with properties calculated with the ωB97M-V functional and the def2-TZVPD basis.

Properties
HOMO level (eV): -8.9
Largest force on an atom (eV Å⁻¹): 2.8
E (eV): -42316.2813
Kohn-Sham gap (Eh): 0.3461
LUMO (eV): 0.5

CARTESIAN COORDINATES (ANGSTROEM)
O1 -4.013 3.487 -2.606
O2 -1.462 -3.559 0.097
O3 4.322 -1.284 3.408
O4 1.869 -4.232 -0.678
N1 -1.169 0.436 -1.682
N2 -0.734 -0.756 -1.696
N3 -2.599 -0.704 -2.959
O5 -1.508 5.296 1.613
C1 -3.041 2.803 -2.320
C2 -0.875 -3.927 1.103
C3 4.347 -2.402 2.928
C4 1.640 -3.027 -0.572
C5 -2.306 0.455 -2.460
C6 0.413 3.868 -1.156
C7 0.096 4.512 0.042
C8 -0.605 3.324 -1.944
C9 -2.245 4.063 -0.331
C10 -1.232 4.630 0.452
C11 -1.947 3.391 -1.528
N4 5.337 -3.204 3.248
N5 -3.121 1.513 -2.781
N6 -1.600 -1.462 -2.461
N7 1.918 -2.155 -1.549
N8 0.288 -3.417 1.503
C12 -1.470 -5.018 1.962
C13 -1.446 -2.883 -2.779
C14 2.497 -2.501 -2.846
C15 -2.298 7.278 2.715
C16 -2.286 6.484 1.417
C17 3.282 -2.925 1.970
C18 2.202 -1.881 1.622
C19 1.074 -2.440 0.737
H1 1.449 3.787 -1.474
H2 0.880 4.936 0.661
H3 -0.347 2.822 -2.872
H4 -3.276 4.136 0.001
H5 5.399 -4.126 2.861
H6 6.016 -2.822 3.882
H7 -3.965 1.286 -3.288
H8 1.653 -1.192 -1.395
H9 0.696 -3.788 2.343
H10 -0.764 -5.842 2.037
H11 -1.693 -4.620 2.950
H12 -2.389 -5.371 1.495
H13 -0.537 -3.305 -2.345
H14 -2.318 -3.429 -2.412
H15 -1.448 -3.019 -3.863
H16 2.070 -1.865 -3.623
H17 2.288 -3.545 -3.089
H18 3.578 -2.357 -2.817
H19 -2.877 8.198 2.589
H20 -2.752 6.687 3.516
H21 -1.278 7.544 3.008
H22 -3.313 6.229 1.137
H23 -1.854 7.097 0.618
H24 2.817 -3.797 2.428
H25 3.784 -3.248 1.058
H26 1.764 -1.496 2.544
H27 2.677 -1.048 1.102
H28 0.412 -1.613 0.478

***

Below is C3H4F2S in the gas phase in a non-equilibrium geometry, with properties calculated with the ωB97M-V functional and the def2-TZVPD basis.

Properties
HOMO level (eV): -10.0
Largest force on an atom (eV Å⁻¹): 4.6
E (eV): -19444.5775
Energy above the lowest of the compared OMol25 structures with the same formula, charge and spin (kcal/mol): 20.6
Kohn-Sham gap (Eh): 0.3977
LUMO (eV): 0.8

CARTESIAN COORDINATES (ANGSTROEM)
C1 0.987 0.272 0.472
C2 0.458 -0.019 -0.687
C3 -0.980 -1.084 -0.744
F1 -0.632 -2.313 -0.327
F2 -1.358 -1.203 -2.030
S1 -2.284 -0.351 0.274
H1 1.858 0.907 0.531
H2 0.587 -0.097 1.402
H3 0.755 0.274 -1.674
H4 -3.236 -1.185 -0.145